Entry 1:
Computed, not measured: a structure of composition C17H16FeN7O4, with wB97M-V/def2-TZVPD.

Last column: Mulliken spin population.
Positions of all 45 atoms, in Å:
Fe 0.77812 0.86401 -0.02298  3.790
O -0.53937 2.05506 -0.95342  0.063
C -1.65241 1.76443 -1.54561  -0.007
C -2.13368 2.61223 -2.57727  0.015
C -3.30206 2.34673 -3.26125  -0.005
C -4.06547 1.21487 -2.96232  0.009
C -3.62556 0.38059 -1.94906  -0.003
C -2.44922 0.61891 -1.23600  -0.001
C -2.11443 -0.28585 -0.14356  -0.011
N -1.03683 -0.17047 0.52538  0.034
N -0.87828 -0.95522 1.65359  0.003
C 0.13958 -0.47895 2.34023  -0.007
O 0.85617 0.53293 2.04051  0.037
C 0.46429 -1.19226 3.61928  0.006
C -0.15394 -2.38972 3.96831  -0.001
C 0.17333 -3.02558 5.15572  0.000
C 1.11918 -2.47054 6.00980  0.000
C 1.73814 -1.27687 5.66551  0.000
C 1.41406 -0.64384 4.47334  0.004
H -1.53679 3.48710 -2.80562  0.000
H -3.63455 3.03308 -4.03382  -0.001
H -4.98932 1.01067 -3.48815  0.001
H -4.21168 -0.49317 -1.68008  0.000
H -2.84249 -1.04707 0.14831  0.002
H -0.88929 -2.80390 3.29216  -0.001
H -0.30914 -3.95979 5.41757  0.000
H 1.37333 -2.96842 6.93804  0.000
H 2.47810 -0.84002 6.32542  0.000
H 1.89327 0.27898 4.17582  0.003
N -1.24498 0.08579 -5.09801  0.000
N -0.23070 0.28855 -4.16602  0.003
N 0.63804 1.26472 -4.27356  -0.002
C 1.32843 1.09534 -3.15051  0.003
N 0.88419 0.05664 -2.43136  0.008
N -0.11781 -0.45534 -3.11009  0.007
H -1.66560 1.00280 -5.21938  0.000
H -1.92895 -0.47723 -4.59869  0.000
H 2.13040 1.73603 -2.82705  -0.001
C 4.66830 -0.12369 0.00468  -0.001
C 3.19301 0.19140 -0.08670  -0.014
O 2.34147 -0.72094 0.00292  0.036
O 2.84961 1.41067 -0.23803  0.027
H 4.82956 -1.19884 0.02103  0.001
H 5.06705 0.31982 0.91787  0.001
H 5.19489 0.32635 -0.83697  0.000

Cartesian forces (eV/Å) of the 2 atoms listed first:
-0.50 -0.26 0.16
0.12 0.20 -0.09

Properties
Gap between HOMO and LUMO (alpha / beta)   7.4 / 7.4 eV
2S+1   5
E_HOMO (alpha / beta)   -4.362 / -4.357 eV
Total charge   -1

---

Entry 2:
Computed, not measured: the molecule C17H16N2O3S in a non-equilibrium geometry, with wB97M-V/def2-TZVPD.

Last column: Mulliken charge in e.
Positions of all 39 atoms, in Å:
O 0.18533 -0.98128 -2.20514  -0.558
O 1.58739 3.81660 0.69743  -0.688
N 1.97195 1.00449 3.50507  -0.638
O -0.80468 -2.01965 -0.42002  -0.365
S 0.94053 -0.81961 1.58260  -0.202
C 0.03030 -1.05645 -0.98674  0.535
C 1.75502 2.98757 1.57143  0.384
C 2.28758 2.31609 3.71575  -0.015
C 1.56547 0.72401 2.22054  0.092
C 0.66007 -0.29080 -0.07613  0.722
C 1.47274 1.65220 1.17329  0.750
C 0.92451 1.09486 -0.09294  -0.410
C -3.42787 -2.79056 -3.11721  -0.912
C -2.69389 -2.11043 -2.16081  -0.146
C -2.91760 -4.14498 -3.36414  -0.123
C -1.31185 -4.03707 -1.61950  0.070
C -1.67610 -2.69099 -1.26485  -0.131
C -1.95248 -4.78450 -2.60841  0.335
N 2.19261 3.34191 2.82323  0.048
C 0.63580 2.03502 -1.24095  -1.264
C -1.52950 -6.28201 -2.71016  -1.292
C 1.04568 5.29994 3.35965  -1.100
C 2.41185 4.68995 3.15510  -0.463
H 2.56996 2.52442 4.70962  0.366
H -4.23760 -2.45960 -3.75368  0.398
H -3.00413 -1.09049 -1.89266  0.346
H -3.30837 -4.65163 -4.29603  0.292
H -0.54473 -4.55356 -1.05290  0.316
H 0.09737 1.56035 -2.00914  0.426
H -0.05971 2.84111 -0.85938  0.297
H 1.60681 2.48039 -1.55551  0.251
H -2.44883 -6.72555 -2.96063  0.396
H -0.69982 -6.61504 -3.30192  0.284
H -1.27435 -6.64896 -1.68641  0.341
H 0.49109 4.79541 4.15525  0.311
H 0.41360 5.35237 2.46868  0.335
H 1.14220 6.35625 3.65864  0.368
H 3.04589 4.82267 4.13096  0.324
H 2.85778 5.05750 2.30804  0.317

Cartesian forces (eV/Å) of the 2 atoms listed first:
-0.50 0.12 1.98
0.30 2.16 0.00

Properties
Gap between HOMO and LUMO   8.2 eV
SMILES   CCn1cnc2sc(C(=O)Oc3cccc(C)c3)c(C)c2c1=O
2S+1   1
E_HOMO   -8.631 eV
Total charge   0

---

Entry 3:
Computed, not measured: a structure of composition C17H16N4O3 in a non-equilibrium geometry, with wB97M-V/def2-TZVPD.

Last column: Mulliken charge in e.
Positions of all 40 atoms, in Å:
C 2.84710 1.82328 2.46181  -0.989
H 3.04304 2.12064 3.48823  0.388
H 2.27458 2.60823 1.97272  0.304
H 3.79533 1.71355 1.94093  0.288
C 2.07340 0.50710 2.43662  -0.909
N 1.78376 0.08720 1.08884  0.192
C 2.62831 -0.62406 0.24722  0.837
C 3.87473 -1.17898 0.45686  -0.774
C 4.46814 -1.84042 -0.60942  -0.695
C 3.83782 -1.94227 -1.84164  -0.617
C 2.58509 -1.38885 -2.06155  -0.837
C 1.98943 -0.72842 -1.00483  0.608
N 0.78285 -0.08105 -0.88134  0.464
C 0.67682 0.43745 0.37028  -0.197
N -0.39631 1.09041 0.63177  -0.389
H -0.49335 1.62791 1.47513  0.165
C -0.22775 0.30391 -1.82602  -1.309
C -1.16563 1.36944 -1.16273  1.247
O -1.00827 2.54839 -1.43838  -0.754
C -2.52386 0.84739 -0.75817  0.073
C -2.73691 -0.44859 -0.31373  0.060
C -4.01814 -0.84152 0.04872  -0.569
C -5.09774 0.03273 -0.02723  -0.432
C -4.87818 1.32445 -0.46542  -0.538
C -3.60150 1.72667 -0.82335  -0.711
H -3.40619 2.73359 -1.16094  0.505
H -5.70170 2.01923 -0.52611  0.400
H -6.07873 -0.31248 0.26103  0.498
N -4.22968 -2.18529 0.52009  1.063
O -5.35544 -2.50325 0.84159  -0.640
O -3.26770 -2.92498 0.57039  -0.621
H -1.92930 -1.15758 -0.21671  0.575
H 0.23779 0.78222 -2.69412  0.486
H -0.80382 -0.56399 -2.15955  0.432
H 2.09545 -1.46644 -3.01892  0.445
H 4.33288 -2.46193 -2.64726  0.387
H 5.44339 -2.28222 -0.47543  0.395
H 4.37621 -1.10232 1.40872  0.342
H 1.12368 0.61448 2.96888  0.403
H 2.65036 -0.28366 2.92305  0.420

Cartesian forces (eV/Å) of the 2 atoms listed first:
-0.12 -0.21 0.02
0.05 0.07 0.10

Properties
Gap between HOMO and LUMO   7.9 eV
2S+1   1
E_HOMO   -8.161 eV
Total charge   0

---

Entry 4:
Computed, not measured: the molecule C17H16N4OS in a non-equilibrium geometry, with wB97M-V/def2-TZVPD.

Last column: Mulliken charge in e.
Positions of all 39 atoms, in Å:
N 0.48616 1.56768 -3.76168  -0.470
N -0.07256 -0.16858 -2.46013  -0.430
N 1.72886 1.30824 4.71956  -0.630
O 0.77488 1.87273 -2.42566  -0.186
S -0.49748 0.33057 -6.61876  -0.168
C 0.00370 0.36152 -3.75130  0.599
C 0.36617 0.81507 -1.70651  0.457
C 0.95635 0.51045 4.01468  0.083
C -1.03002 -1.59749 -4.94722  -0.427
C -1.46365 -2.07104 -6.24578  -0.524
C -0.50999 -0.32197 -4.99260  -0.071
C -1.20646 -1.16374 -7.23590  0.542
C 0.03560 -0.45981 0.44011  -0.717
C 1.18383 1.67153 0.49478  -0.673
C 0.11393 -0.50936 1.83312  -0.548
C 1.37384 1.55611 1.86178  -0.623
C 0.53020 0.67199 -0.25050  0.439
C 0.82533 0.48324 2.55432  0.762
N 0.29474 -0.36723 4.82977  -0.192
C -1.51721 -1.31606 -8.70616  -1.081
C -0.69433 0.40387 6.95524  -1.425
C 1.61554 1.04076 6.16237  -0.620
C 0.57118 -0.05549 6.22096  0.321
H -1.06411 -2.20228 -4.00781  0.396
H -1.88530 -3.07438 -6.45158  0.319
H -0.49836 -1.22485 -0.13994  0.458
H 1.60674 2.52273 -0.00331  0.442
H -0.38170 -1.30703 2.35473  0.339
H 1.92594 2.26527 2.43557  0.527
H -0.60819 -0.70415 4.52366  0.282
H -2.20667 -2.19794 -8.85972  0.296
H -1.99452 -0.40399 -9.04407  0.331
H -0.60066 -1.49983 -9.29626  0.274
H -0.50909 0.46161 8.04830  0.365
H -1.50230 -0.33020 6.79193  0.355
H -1.03013 1.39862 6.66981  0.361
H 1.34994 1.98443 6.68006  0.293
H 2.55542 0.71055 6.61065  0.289
H 0.97439 -0.96154 6.70348  0.252

Cartesian forces (eV/Å) of the 2 atoms listed first:
0.29 0.31 -0.33
-0.16 0.71 -0.38

Properties
Gap between HOMO and LUMO   8.1 eV
SMILES   Cc1ccc(-c2noc(-c3ccc(C4=NC[C@@H](C)N4)cc3)n2)s1
2S+1   1
E_HOMO   -8.381 eV
Total charge   0

---

Entry 5:
Computed, not measured: the molecule C17H16N6O3S in a non-equilibrium geometry, with wB97M-V/def2-TZVPD.

Last column: Mulliken charge in e.
Positions of all 43 atoms, in Å:
C 2.56736 5.63622 2.82651  -0.690
H 2.39741 5.04593 3.72919  0.302
H 1.69999 6.27792 2.65847  0.302
H 3.47115 6.23175 2.92281  0.233
O 2.77461 4.78320 1.71005  -0.324
C 1.77543 3.95146 1.41309  1.216
O 0.74363 3.93241 2.06381  -0.781
C 2.06006 3.09361 0.24813  0.040
C 3.28497 3.21889 -0.41140  -0.605
C 3.58907 2.43379 -1.50272  -0.690
C 2.66570 1.50140 -1.95394  -0.561
C 1.44781 1.35736 -1.32101  -0.597
C 1.12310 2.14486 -0.21718  0.428
N -0.09087 2.02311 0.44599  -0.034
C -1.15321 1.23584 0.15433  0.498
O -1.24621 0.47831 -0.78808  -0.620
C -2.26218 1.40775 1.18648  -0.928
H -1.89484 1.17369 2.18649  0.421
H -2.66336 2.42069 1.16357  0.546
S -3.63847 0.28313 0.81297  -0.256
C -2.70333 -1.18954 0.92174  0.336
N -2.00911 -1.60974 1.94271  -0.615
N -1.40864 -2.74109 1.57782  -0.389
C -1.74150 -3.02681 0.33839  0.391
N -2.57951 -2.04935 -0.13029  0.331
N -3.09461 -1.88281 -1.41068  -0.805
H -3.99486 -1.41060 -1.33332  0.254
H -2.46895 -1.25920 -1.92677  0.242
C -1.28118 -4.19461 -0.37855  0.357
C -0.32606 -5.02401 0.22263  -0.178
N 0.14962 -6.11208 -0.34464  -0.648
C -0.29973 -6.44269 -1.54579  -0.276
C -1.24700 -5.69943 -2.23331  -0.484
C -1.74931 -4.55271 -1.64217  -0.252
H -2.49148 -3.94825 -2.14075  0.592
H -1.58713 -6.00983 -3.20940  0.389
H 0.12145 -7.34523 -1.96912  0.365
H 0.05356 -4.77735 1.20387  0.491
H -0.15863 2.64304 1.25827  0.221
H 0.73461 0.63176 -1.67350  0.502
H 2.89684 0.87984 -2.80575  0.402
H 4.53996 2.54363 -2.00034  0.400
H 3.99387 3.94574 -0.04859  0.471

Cartesian forces (eV/Å) of the 2 atoms listed first:
-0.23 0.20 0.38
0.03 0.08 -0.07

Properties
Gap between HOMO and LUMO   8.5 eV
SMILES   COC(=O)c1ccccc1NC(=O)CSc1nnc(-c2cccnc2)n1N
2S+1   1
E_HOMO   -8.412 eV
Total charge   0

---

Entry 6:
Computed, not measured: a structure of composition C17H17BIrN3O2, with wB97M-V/def2-TZVPD.

Last column: Mulliken spin population.
Positions of all 41 atoms, in Å:
Ir -0.20116 0.14808 -0.11033  2.587
O 1.86270 -0.44416 -0.33473  0.322
C 2.44812 -1.18325 0.50692  0.104
C 3.41217 -2.13108 0.03311  0.162
C 3.98094 -3.03386 0.88000  -0.055
C 3.66507 -3.01955 2.25227  0.244
C 2.80773 -2.05517 2.76223  -0.022
C 2.19018 -1.12864 1.93672  0.181
C 1.41135 -0.06556 2.52839  -0.062
N 0.68592 0.74124 1.85999  0.202
C 0.01684 1.88320 2.44333  0.021
C -0.19397 2.90388 1.33023  -0.006
N -0.84977 2.25248 0.19824  0.167
C -1.33909 2.98627 -0.73047  -0.008
C -2.12689 2.51393 -1.84556  0.127
C -2.54385 3.41804 -2.80543  -0.012
C -3.38967 3.03609 -3.84498  0.274
C -3.87444 1.71690 -3.92821  -0.063
C -3.46054 0.77925 -3.03145  0.195
C -2.54530 1.12197 -1.97098  0.141
O -2.14400 0.22325 -1.19933  0.321
H 3.61864 -2.13479 -1.02859  -0.002
H 4.66498 -3.77610 0.49235  0.002
H 4.10232 -3.75661 2.91111  0.006
H 2.60053 -2.02247 3.82500  0.002
H 1.50253 0.05440 3.61154  0.007
H 0.61124 2.32657 3.24473  0.001
H -0.94782 1.57296 2.85258  -0.003
H 0.77424 3.30367 1.01557  0.002
H -0.80288 3.73334 1.69299  0.004
H -1.20367 4.06983 -0.67698  0.009
H -2.21240 4.44744 -2.73889  0.005
H -3.68599 3.76190 -4.58971  0.005
H -4.57428 1.45025 -4.70834  0.003
H -3.80026 -0.24745 -3.07114  -0.001
B 0.06370 -4.39017 -0.05156  0.009
C -0.31462 -2.92650 0.19759  0.043
N -0.60334 -1.82574 0.44730  0.075
H 0.01378 -4.93338 1.02765  0.007
H -0.73325 -4.98282 -0.73541  -0.001
H 1.11420 -4.38765 -0.64775  0.006

Cartesian forces (eV/Å) of the 2 atoms listed first:
0.00 0.54 0.35
0.50 -0.20 -0.05

Properties
Gap between HOMO and LUMO (alpha / beta)   7.1 / 4.9 eV
2S+1   6
E_HOMO (alpha / beta)   -10.759 / -11.194 eV
Total charge   +1